# 1
Density functional theory data (wB97M-V/def2-TZVPD) for C41H49MgO4PS3Sb as an isolated structure at a distorted geometry.

Computed properties:
**Relative energy (zero: lowest compared OMol25 entry of this formula, charge and spin)**: 8.2 kcal per mole
**Frontier orbital gap**: 0.2423 hartree
**Charge**: -1
**Lowest unoccupied orbital energy**: 2.358 eV

Each line ends with the Mulliken charge.
Positions of all 100 atoms, in Å:
Mg1 15.91243 7.98896 17.73785  0.79
C1 16.64620 9.73154 19.36555  0.53
C2 16.06066 9.18716 20.52347  0.95
C3 16.69910 7.95297 20.81194  0.23
C4 17.63590 7.69533 19.80005  0.53
C5 17.63312 8.80079 18.89255  0.67
C6 18.78223 9.17908 18.00664  -1.15
C7 18.42903 6.42122 19.66376  -2.06
C8 16.38151 6.99212 21.92934  -1.39
C9 14.99118 9.82431 21.37914  -1.92
C10 16.48415 11.15152 18.91566  -1.14
H1 19.58302 9.66250 18.57434  0.35
H2 18.47071 9.91454 17.27426  -0.03
H3 19.18393 8.34830 17.44041  0.35
H4 19.42611 6.44776 20.12612  0.31
H5 18.56542 6.20222 18.60792  0.34
H6 17.88274 5.58950 20.08937  0.45
H7 15.67072 6.22977 21.60555  0.10
H8 15.89318 7.51632 22.76228  0.45
H9 17.27559 6.51359 22.31327  0.43
H10 14.32589 9.07863 21.84405  0.28
H11 14.36988 10.50778 20.79529  0.34
H12 15.44886 10.37638 22.21494  0.30
H13 17.37929 11.73604 19.10120  0.28
H14 15.67685 11.62078 19.48453  0.41
H15 16.24013 11.21883 17.86877  -0.07
O1 14.80411 0.28713 16.00935  -0.54
C11 14.18940 0.68862 17.16501  0.54
O2 13.52118 -0.12144 17.74761  -0.60
C12 14.37812 2.09091 17.59137  1.18
C13 15.09082 3.02163 16.82279  -0.94
C14 15.18289 4.34070 17.21797  -0.44
C15 14.59635 4.76389 18.40758  -0.23
S1 14.60225 6.39823 18.99656  0.06
C16 13.88073 3.82688 19.16825  -0.08
C17 13.75622 2.51793 18.75125  -0.96
H16 15.20807 1.07565 15.63181  0.27
H17 15.56627 2.75503 15.88885  0.24
H18 15.70226 5.06147 16.61870  -0.33
H19 13.41975 4.10484 20.11662  0.38
H20 13.20635 1.79690 19.35302  0.43
C18 17.34963 11.96712 14.84009  -0.82
C19 18.21384 10.80291 14.40397  0.51
C20 18.54461 10.76081 12.91651  -1.39
O3 17.66215 9.52133 14.77918  -0.37
P1 16.19731 8.87742 14.76062  1.54
S2 16.41310 6.97955 15.34764  -0.83
S3 14.88007 9.64903 16.04673  -0.47
O4 15.82018 9.10351 13.21156  -0.31
C21 14.65815 8.87986 12.41561  0.52
C22 13.62360 9.95293 12.64994  -1.05
C23 14.10521 7.49865 12.65237  -1.02
H21 17.90209 12.89188 14.68628  0.45
H22 17.07946 11.88149 15.88953  -0.01
H23 16.42398 12.00327 14.24780  0.19
H24 19.12256 10.85177 14.98241  0.37
H25 17.61563 10.79639 12.31394  0.15
H26 19.08481 9.85417 12.69126  0.35
H27 19.15835 11.63437 12.66363  0.47
H28 15.00086 8.96647 11.38793  0.25
H29 13.21267 9.85704 13.65507  -0.01
H30 12.81626 9.79725 11.92487  0.48
H31 14.07376 10.93484 12.50874  0.30
H32 13.77434 7.40937 13.69185  -0.05
H33 14.85569 6.72614 12.44325  0.27
H34 13.23120 7.37556 12.01232  0.50
C24 7.92808 10.96679 17.00497  -0.45
C25 7.93855 10.03916 18.03297  -0.60
C26 9.10749 9.36863 18.36841  -0.41
C27 10.28079 9.59041 17.66431  0.57
C28 10.27197 10.53310 16.63508  -0.76
C29 9.10978 11.21241 16.30677  -0.59
Sb1 12.10477 8.51518 18.10539  0.93
C30 11.74594 7.10346 16.50085  0.51
C31 12.00691 5.75087 16.64501  -0.50
C32 11.83696 4.86224 15.58358  -0.79
C33 11.34347 5.30541 14.38334  -0.59
C34 11.01895 6.65662 14.22431  -0.72
C35 11.23909 7.53918 15.27519  -0.20
C36 11.33030 7.24596 19.64268  0.03
C37 10.35798 6.28290 19.36991  -0.09
C38 10.00075 5.35072 20.33924  -0.82
C39 10.65578 5.33380 21.55218  -0.53
C40 11.59512 6.30774 21.85256  -0.23
C41 11.94044 7.25786 20.90684  -0.58
H35 7.01630 11.50991 16.75025  0.34
H36 7.04205 9.89050 18.64990  0.34
H37 9.05489 8.66595 19.17839  0.37
H38 11.16027 10.80040 16.08024  0.44
H39 9.13208 11.93138 15.49201  0.38
H40 12.37815 5.36479 17.56796  0.58
H41 12.06320 3.81552 15.75135  0.44
H42 11.23104 4.58878 13.57470  0.35
H43 10.64681 7.04243 13.28038  0.44
H44 11.03452 8.59403 15.06545  -0.03
H45 9.85280 6.26208 18.40948  0.55
H46 9.26115 4.60762 20.11034  0.41
H47 10.38337 4.56544 22.27194  0.36
H48 12.10601 6.29251 22.81692  0.38
H49 12.72191 7.96770 21.12147  0.15

=====

# 2
Density functional theory data (wB97M-V/def2-TZVPD) for C41H49N3OS2Ti as an isolated structure.

Computed properties:
**Relative energy (zero: lowest compared OMol25 entry of this formula, charge and spin)**: 0.0 kcal per mole
**Frontier orbital gap**: 0.1764 hartree
**Charge**: -2
**Lowest unoccupied orbital energy**: 4.497 eV

Each line ends with the Mulliken charge.
Positions of all 97 atoms, in Å:
Ti1 -0.31890 0.05215 0.21935  -0.56
C1 2.83118 -2.10535 2.50772  -1.97
C2 2.05588 -1.23565 3.46100  1.93
C3 2.03874 -1.57731 4.80746  -0.68
C4 1.31519 -0.84003 5.73082  -0.92
C5 0.62596 0.28205 5.29281  -0.52
C6 0.64006 0.66446 3.96005  0.64
C7 -0.01223 1.94867 3.53480  -0.86
C8 1.32841 -0.11170 3.00467  -0.92
N1 1.27389 0.22821 1.65488  1.31
C9 2.50281 0.41456 1.00498  0.70
C10 3.68864 0.95600 1.76082  -2.24
C11 2.56907 0.08943 -0.30608  0.95
C12 3.89408 0.13292 -1.02897  -2.63
N2 1.42067 -0.46922 -0.87167  1.28
C13 1.35860 -0.64188 -2.25578  -0.60
C14 1.06719 -1.93355 -2.75169  0.68
C15 0.91380 -3.07375 -1.78851  -0.99
C16 0.95458 -2.15187 -4.11429  -0.59
C17 1.12775 -1.11488 -5.02355  -1.08
C18 1.42797 0.14749 -4.54053  -0.79
C19 1.55357 0.40236 -3.17747  1.38
C20 1.87881 1.79874 -2.72771  -0.97
H1 2.83536 -3.13864 2.86309  0.46
H2 3.87268 -1.77811 2.43152  0.40
H3 2.40376 -2.07496 1.50514  -0.06
H4 2.57268 -2.46929 5.12631  0.35
H5 1.28112 -1.13697 6.77400  0.33
H6 0.06090 0.88146 6.00177  0.36
H7 -0.73724 2.28688 4.27928  0.43
H8 -0.52357 1.84481 2.57851  -0.68
H9 0.74845 2.72921 3.40242  0.29
H10 3.37113 1.36086 2.72406  0.36
H11 4.17750 1.76311 1.20403  0.52
H12 4.46216 0.20279 1.96060  0.29
H13 4.29249 1.14904 -1.11620  0.40
H14 3.81340 -0.27662 -2.03704  0.36
H15 4.64798 -0.45543 -0.49136  0.51
H16 0.05474 -2.91160 -1.13990  -0.29
H17 1.79324 -3.15809 -1.14398  0.24
H18 0.76913 -4.01474 -2.32794  0.43
H19 0.72533 -3.15352 -4.46892  0.30
H20 1.02312 -1.28795 -6.08964  0.36
H21 1.54894 0.97788 -5.23257  0.39
H22 2.96102 1.96266 -2.71808  0.41
H23 1.50022 1.98128 -1.72246  -0.22
H24 1.44159 2.53255 -3.40981  0.41
S1 -3.44614 1.15698 2.65766  -0.43
C21 -2.49004 -0.21611 2.83255  -0.03
N3 -1.52597 -0.70489 2.06621  0.94
C22 -1.11252 -1.95857 2.49095  -0.91
C23 -0.20845 -2.77046 1.81282  0.49
C24 0.12697 -4.00488 2.34239  -0.72
C25 -0.41307 -4.44259 3.55107  -0.84
C26 -1.32337 -3.64728 4.23323  -0.40
C27 -1.67557 -2.42237 3.69171  1.04
S2 -2.83394 -1.25490 4.23541  -0.53
H25 0.25277 -2.42727 0.89440  -0.55
H26 0.83934 -4.62881 1.81300  0.47
H27 -0.12315 -5.40460 3.95971  0.32
H28 -1.75549 -3.97846 5.17109  0.40
C28 -0.82224 4.23030 0.27112  -2.58
C29 -1.29932 3.09242 -0.63029  3.70
C30 -2.82688 3.00266 -0.50584  -1.21
C31 -0.65382 1.80131 -0.18664  -0.39
C32 -1.02302 3.36758 -2.10855  -0.24
C33 -0.50367 4.55827 -2.60170  -0.43
C34 -0.35587 4.77129 -3.97226  -0.87
C35 -0.73920 3.79637 -4.87723  -0.58
C36 -1.24826 2.59236 -4.39710  -0.82
C37 -1.37664 2.38313 -3.03598  0.72
H29 -1.06898 3.97488 1.30425  0.28
H30 -1.30754 5.18370 0.02645  0.55
H31 0.26337 4.35640 0.20497  0.49
H32 -3.08839 2.73745 0.51733  0.09
H33 -3.21824 2.22856 -1.16700  0.09
H34 -3.29433 3.95800 -0.78152  0.39
H35 0.36297 2.00956 0.23370  -0.55
H36 -0.20491 5.34101 -1.91544  0.36
H37 0.05928 5.70957 -4.32713  0.34
H38 -0.62064 3.95736 -5.94380  0.34
H39 -1.51504 1.79809 -5.08671  0.40
H40 -1.73780 1.43065 -2.66627  -0.02
C38 -3.27657 -2.43680 0.03761  -1.59
C39 -2.72880 -1.61450 -1.12982  1.56
C40 -3.76847 -0.56159 -1.51440  -1.58
C41 -2.47576 -2.53912 -2.32425  -1.50
O1 -1.54632 -0.97838 -0.78438  -0.15
H41 -4.15669 -3.00624 -0.27953  0.53
H42 -3.56155 -1.78201 0.86415  0.21
H43 -2.51625 -3.13807 0.39250  0.31
H44 -4.74162 -1.02382 -1.71549  0.50
H45 -3.44844 -0.01883 -2.40849  0.28
H46 -3.87593 0.14550 -0.68928  0.27
H47 -3.42050 -2.91938 -2.72775  0.42
H48 -1.86029 -3.39222 -2.02698  0.31
H49 -1.94684 -1.98967 -3.10636  0.18